Entry 1:
Entry from the Open Molecules 2025 dataset: a cluster of 2 separate species, C7H11N2O2 in total at a distorted geometry (ωB97M-V/def2-TZVPD).

Values from the calculation:
Orbital gap   8.10 eV
Strongest force on any atom   0.029 hartree/bohr
Spin multiplicity   1
HOMO energy   -4.49 eV
Total charge   -1
Energy above the lowest of the compared OMol25 structures with the same formula, charge and spin   0.2912 eV
Electronic energy   -533.4043 Ha

CARTESIAN COORDINATES (ANGSTROEM)
1 C -0.957 1.614 -2.024
2 C -1.653 0.279 -1.774
3 C 0.482 1.800 -1.472
4 O 0.697 2.876 -0.885
5 O 1.321 0.904 -1.769
6 H -0.926 1.915 -3.079
7 H -1.535 2.405 -1.536
8 H -1.417 -0.422 -2.570
9 H -2.729 0.427 -1.724
10 H -1.302 -0.100 -0.812
11 C -1.515 -2.460 2.279
12 C 1.087 -0.139 1.503
13 C -0.412 -1.636 1.696
14 C 0.138 -1.780 0.445
15 N 0.230 -0.653 2.360
16 N 1.063 -0.785 0.328
17 H 1.587 0.782 1.738
18 H 1.484 -0.519 -0.572
19 H -0.047 -2.519 -0.320
20 H -1.340 -2.661 3.322
21 H -1.693 -3.338 1.659
22 H -2.444 -1.885 2.210

***

Entry 2:
Entry from the Open Molecules 2025 dataset: the molecule C7H11N2P at a distorted geometry (ωB97M-V/def2-TZVPD).

Values from the calculation:
Orbital gap   7.45 eV
Strongest force on any atom   0.165 hartree/bohr
Spin multiplicity   1
HOMO energy   -7.03 eV
Energy above the lowest of the compared OMol25 structures with the same formula, charge and spin   4.6705 eV
Electronic energy   -724.0030 Ha
SMILES string   C=C=NC(C#N)=P(C)(C)C

CARTESIAN COORDINATES (ANGSTROEM)
1 C 0.678 1.917 -1.538
2 C -2.203 1.002 -2.119
3 C -0.180 0.986 -0.997
4 C 0.395 0.412 1.622
5 C -0.575 -1.962 -0.247
6 C 2.123 -0.765 -0.197
7 C -2.709 1.510 -3.203
8 N 1.181 3.036 -1.740
9 N -1.424 0.681 -1.266
10 P 0.430 -0.291 -0.058
11 H 1.415 0.602 1.695
12 H -0.265 1.281 1.596
13 H -0.054 -0.217 2.402
14 H -0.281 -2.324 -1.258
15 H -0.324 -2.778 0.449
16 H -1.582 -1.462 -0.283
17 H 2.210 -1.434 0.633
18 H 2.537 -1.254 -1.062
19 H 2.623 0.239 -0.139
20 H -3.146 2.499 -3.141
21 H -2.602 0.664 -3.840

***

Entry 3:
Entry from the Open Molecules 2025 dataset: the ion C7H11N2S with charge +1 at a distorted geometry (ωB97M-V/def2-TZVPD).

Values from the calculation:
Orbital gap   9.28 eV
Strongest force on any atom   0.125 hartree/bohr
Spin multiplicity   1
HOMO energy   -12.55 eV
Total charge   +1
Energy above the lowest of the compared OMol25 structures with the same formula, charge and spin   2.4750 eV
Electronic energy   -780.6890 Ha

CARTESIAN COORDINATES (ANGSTROEM)
1 C 2.713 -0.378 -0.957
2 C 1.413 0.004 -1.003
3 C 2.124 0.501 0.995
4 C -2.503 -0.644 0.010
5 C -1.113 -1.003 0.469
6 C -2.430 0.742 -0.768
7 C -0.165 0.853 0.695
8 N 3.136 -0.028 0.316
9 N 1.073 0.521 0.236
10 S -1.323 1.926 -0.008
11 H 3.292 -1.051 -1.561
12 H 0.571 -0.217 -1.635
13 H 2.349 0.881 1.990
14 H -2.601 -1.325 -0.777
15 H -3.256 -0.706 0.777
16 H -0.931 -1.468 1.413
17 H -0.382 -1.310 -0.187
18 H -2.416 0.433 -1.682
19 H -3.429 1.188 -0.714
20 H -0.213 1.106 1.803
21 H 4.092 -0.024 0.588

***

Entry 4:
Entry from the Open Molecules 2025 dataset: a cluster of 2 separate species, C7H11N3 in total at a distorted geometry (ωB97M-V/def2-TZVPD).

Values from the calculation:
Orbital gap (alpha / beta)   6.35 / 7.73 eV
Strongest force on any atom   0.085 hartree/bohr
Spin multiplicity   3
HOMO energy (alpha / beta)   -5.46 / -9.11 eV
Energy above the lowest of the compared OMol25 structures with the same formula, charge and spin   0.6946 eV
Electronic energy   -437.3593 Ha

CARTESIAN COORDINATES (ANGSTROEM)
1 C -2.585 0.654 -0.769
2 C -2.034 1.313 0.268
3 C -2.297 -0.770 -0.966
4 C -0.962 0.684 0.962
5 C -1.263 -1.288 -0.246
6 C -0.507 -0.596 0.676
7 C 0.664 -1.011 1.294
8 N 1.773 -0.904 -1.342
9 N 1.502 1.102 -0.326
10 N 1.930 -0.157 -0.135
11 H -3.249 1.168 -1.526
12 H -2.324 2.324 0.585
13 H -2.905 -1.173 -1.714
14 H -0.584 1.208 1.881
15 H -1.204 -2.401 -0.268
16 H 0.994 -0.495 2.183
17 H 0.996 -2.018 1.265
18 H 2.354 -1.764 -1.233
19 H 0.750 -1.253 -1.616
20 H 0.491 1.303 -0.434
21 H 1.544 1.525 0.633

***

Entry 5:
Entry from the Open Molecules 2025 dataset: the molecule C7H11N3O2 at a distorted geometry (ωB97M-V/def2-TZVPD).

Values from the calculation:
Orbital gap (alpha / beta)   6.44 / 6.84 eV
Strongest force on any atom   0.084 hartree/bohr
Spin multiplicity   1
HOMO energy (alpha / beta)   -7.39 / -7.56 eV
Energy above the lowest of the compared OMol25 structures with the same formula, charge and spin   3.8338 eV
Electronic energy   -587.9533 Ha
SMILES string   CC/C(N)=N/C=C\N=C/C(=O)O

CARTESIAN COORDINATES (ANGSTROEM)
1 C -1.986 -1.855 0.002
2 C -1.142 -1.918 1.082
3 C -1.871 1.230 0.051
4 C -1.436 0.283 -0.935
5 C 0.553 -0.432 0.191
6 C 2.738 0.801 0.495
7 C 1.210 0.849 0.389
8 N -1.848 -0.993 -0.959
9 N -0.138 -0.996 1.152
10 N 1.019 -1.187 -0.900
11 O -1.529 2.564 -0.256
12 O -2.445 1.028 1.105
13 H -2.918 -2.452 -0.088
14 H -1.067 -2.582 1.879
15 H -0.845 0.589 -1.762
16 H 3.105 0.485 -0.475
17 H 3.114 0.119 1.264
18 H 3.129 1.705 0.681
19 H 0.636 1.515 -0.372
20 H 0.814 1.225 1.322
21 H -0.942 2.591 -0.957
22 H 0.303 -1.862 -1.321
23 H 1.545 -0.705 -1.589

***

Entry 6:
Entry from the Open Molecules 2025 dataset: a cluster of 2 separate species, C7H11N3O2 in total at a distorted geometry (ωB97M-V/def2-TZVPD).

Values from the calculation:
Orbital gap   8.32 eV
Strongest force on any atom   0.057 hartree/bohr
Spin multiplicity   1
HOMO energy   -8.25 eV
Energy above the lowest of the compared OMol25 structures with the same formula, charge and spin   3.8826 eV
Electronic energy   -587.9515 Ha
SMILES string   C/C(C#N)=N\O.C/C=C/NC=O

CARTESIAN COORDINATES (ANGSTROEM)
1 C 1.498 -0.724 1.843
2 C 0.042 -1.074 1.715
3 C -0.825 -0.085 1.584
4 C -2.887 1.062 2.030
5 C 0.880 1.141 -2.688
6 C 1.052 -0.300 -2.238
7 C 2.308 -0.607 -1.619
8 H 1.955 -0.989 0.880
9 H 1.575 0.353 2.057
10 H 2.014 -1.354 2.607
11 H -0.226 -2.118 1.536
12 H -0.560 0.896 1.185
13 H -2.374 -0.769 2.845
14 H -3.840 0.937 2.625
15 H 0.666 1.188 -3.763
16 H 0.066 1.624 -2.139
17 H 1.804 1.698 -2.477
18 H -1.051 0.043 -3.004
19 N -2.090 -0.051 2.178
20 N 0.201 -1.250 -2.342
21 N 3.348 -0.752 -1.100
22 O -2.630 2.044 1.379
23 O -0.926 -0.914 -3.093

***

Entry 7:
Entry from the Open Molecules 2025 dataset: a cluster of 2 separate species, C7H11N3O2 in total at a distorted geometry (ωB97M-V/def2-TZVPD).

Values from the calculation:
Orbital gap   6.85 eV
Strongest force on any atom   0.119 hartree/bohr
Spin multiplicity   1
HOMO energy   -6.51 eV
Energy above the lowest of the compared OMol25 structures with the same formula, charge and spin   2.9380 eV
Electronic energy   -587.9862 Ha

CARTESIAN COORDINATES (ANGSTROEM)
1 C -1.262 -0.191 0.803
2 C -0.739 0.696 -1.138
3 C -2.389 0.448 0.320
4 C 2.126 1.449 0.116
5 C 1.451 -1.357 1.184
6 C 1.906 -0.686 -1.263
7 C 1.104 -0.337 0.082
8 N -1.997 0.992 -0.892
9 N -0.234 -0.039 -0.133
10 N -3.685 0.401 0.613
11 O 1.313 2.203 -0.376
12 O 3.192 1.140 0.493
13 H -1.177 -0.864 1.662
14 H 0.007 0.845 -1.885
15 H 2.568 -1.317 1.241
16 H 1.335 -1.039 2.284
17 H 1.029 -2.370 0.926
18 H 2.808 -1.218 -0.867
19 H 2.041 0.276 -1.725
20 H 1.419 -1.428 -1.800
21 H -2.400 1.520 -1.614
22 H -4.038 -0.367 1.252
23 H -4.378 1.244 0.717

***

Entry 8:
Entry from the Open Molecules 2025 dataset: a cluster of 2 separate species, C7H11N3O3 in total at a distorted geometry (ωB97M-V/def2-TZVPD).

Values from the calculation:
Orbital gap   8.76 eV
Strongest force on any atom   0.101 hartree/bohr
Spin multiplicity   1
HOMO energy   -8.21 eV
Energy above the lowest of the compared OMol25 structures with the same formula, charge and spin   2.1196 eV
Electronic energy   -663.2812 Ha
SMILES string   O=c1cc[nH]c(=O)[nH]1.CNC(C)=O

CARTESIAN COORDINATES (ANGSTROEM)
1 C -3.368 -0.856 0.639
2 C -2.179 -0.139 -0.126
3 C -1.405 2.069 -0.829
4 C 1.356 -1.196 -0.809
5 C 0.776 -1.824 0.447
6 C 0.641 -0.933 1.480
7 C 1.983 0.939 0.372
8 H -4.265 -0.307 0.423
9 H -2.953 -0.796 1.729
10 H -3.549 -1.904 0.420
11 H -3.508 1.396 -0.678
12 H -0.471 1.630 -1.067
13 H -1.776 2.736 -1.738
14 H -1.224 2.732 0.110
15 H 2.335 0.623 -1.503
16 H 0.305 -2.770 0.417
17 H 0.318 -1.372 2.488
18 H 1.331 0.791 2.417
19 N -2.480 1.076 -0.664
20 N 1.843 0.189 -0.767
21 N 1.062 0.388 1.382
22 O -1.068 -0.566 0.062
23 O 1.487 -1.793 -1.801
24 O 2.537 2.022 0.524

***

Entry 9:
Entry from the Open Molecules 2025 dataset: a structure of composition C7H11N3O4 at a distorted geometry (ωB97M-V/def2-TZVPD).

Values from the calculation:
Orbital gap (alpha / beta)   3.19 / 3.14 eV
Strongest force on any atom   0.105 hartree/bohr
Spin multiplicity   1
HOMO energy (alpha / beta)   -6.75 / -6.72 eV
Energy above the lowest of the compared OMol25 structures with the same formula, charge and spin   12.3910 eV
Electronic energy   -738.1360 Ha

CARTESIAN COORDINATES (ANGSTROEM)
1 C -3.092 -0.665 -2.913
2 C -1.443 -2.305 -1.498
3 C -1.654 -0.979 -2.145
4 C -1.464 -1.069 -0.570
5 C 3.054 1.208 0.676
6 C -0.274 -0.323 0.055
7 C -0.625 1.131 -0.050
8 N -0.969 2.772 1.389
9 N -1.378 1.651 0.987
10 N 0.937 2.177 0.285
11 O -3.701 0.136 -2.205
12 O -3.204 -1.109 -4.045
13 O 0.310 3.157 1.052
14 O 1.698 1.273 1.117
15 H -2.134 -3.075 -1.230
16 H -0.463 -2.717 -1.639
17 H -0.942 -0.316 -2.411
18 H -2.363 -1.125 -0.074
19 H 3.471 0.470 1.352
20 H 3.594 2.178 0.761
21 H 3.076 0.756 -0.362
22 H -0.046 -0.497 1.096
23 H 0.641 -0.573 -0.460
24 H -0.944 1.513 -1.051
25 H -1.513 3.480 1.981

***

Entry 10:
Entry from the Open Molecules 2025 dataset: the ion C7H11N4O2 with charge +1 at a distorted geometry (ωB97M-V/def2-TZVPD).

Values from the calculation:
Orbital gap   8.84 eV
Strongest force on any atom   0.074 hartree/bohr
Spin multiplicity   1
HOMO energy   -12.50 eV
Total charge   +1
Energy above the lowest of the compared OMol25 structures with the same formula, charge and spin   2.1299 eV
Electronic energy   -642.5242 Ha
SMILES string   CCOc1cc2n(n1)[C@H]([NH3+])C(=O)N2

CARTESIAN COORDINATES (ANGSTROEM)
1 C 0.290 -1.360 -0.046
2 C -0.344 -0.049 0.099
3 C 1.626 -0.985 0.037
4 C 3.866 -0.665 0.283
5 C 2.915 0.859 0.514
6 C -3.810 0.040 0.671
7 C -2.630 -0.779 0.248
8 N 0.508 0.937 0.219
9 N 1.685 0.319 0.186
10 N 2.900 -1.566 0.110
11 N 3.419 1.840 -0.492
12 O 5.049 -0.664 0.395
13 O -1.615 0.215 -0.080
14 H -0.255 -2.237 -0.384
15 H 2.915 1.436 1.452
16 H -4.838 -0.430 0.649
17 H -3.652 0.279 1.779
18 H -3.735 0.983 0.125
19 H -2.721 -1.509 -0.684
20 H -2.323 -1.504 0.981
21 H 3.029 -2.493 0.340
22 H 2.651 2.439 -0.768
23 H 3.871 1.317 -1.229
24 H 4.156 2.455 -0.135